[1]
Here is a cluster of 4 separate species, C15H42BIN3O5P in total from the OMol25 dataset. Energies are from ωB97M-V/def2-TZVPD.

Geometry as ORCA input:
```
! RIJCOSX wB97M-V def2-TZVPD def2/J DEFGRID3
* xyz 0 1
C -0.398 -4.355 -1.067
C -0.728 -2.895 -1.387
I 0.273 -2.337 -3.232
C -2.223 -2.642 -1.530
B -2.990 -2.864 -0.190
P -4.646 -3.894 0.058
O -4.139 -5.311 -0.613
O -5.569 -3.281 -1.161
H 0.559 -4.420 -0.546
H -0.304 -4.956 -1.970
H -1.170 -4.792 -0.427
H -0.285 -2.238 -0.643
H -2.614 -3.213 -2.382
H -2.380 -1.580 -1.778
H -2.531 -2.404 0.811
H -3.840 -5.205 -1.522
H -5.091 -2.797 -1.835
C 6.490 -0.920 -2.862
O 5.134 -1.316 -2.826
C 4.236 -0.368 -2.282
C 3.744 0.693 -3.272
C 4.770 1.777 -3.577
N 3.272 0.108 -4.531
H 6.748 -0.311 -1.989
H 6.732 -0.360 -3.769
H 7.094 -1.827 -2.848
H 3.371 -0.948 -1.949
H 4.680 0.105 -1.395
H 2.887 1.182 -2.797
H 5.557 1.427 -4.246
H 4.286 2.623 -4.065
H 5.241 2.141 -2.661
H 2.508 -0.527 -4.320
H 4.012 -0.488 -4.894
C -2.686 0.166 4.319
O -3.117 -0.988 3.627
C -3.649 -2.021 4.434
C -5.134 -1.861 4.787
C -5.405 -0.816 5.864
N -5.958 -1.568 3.613
H -2.250 -0.094 5.289
H -3.498 0.880 4.476
H -1.921 0.647 3.709
H -3.537 -2.935 3.843
H -3.042 -2.137 5.342
H -5.457 -2.831 5.178
H -5.316 0.197 5.470
H -6.420 -0.927 6.243
H -4.713 -0.919 6.703
H -5.852 -2.327 2.945
H -5.558 -0.757 3.151
C 1.625 4.063 -2.358
O 1.914 3.152 -1.311
C 2.749 3.654 -0.286
C 2.023 4.460 0.798
C 1.628 5.867 0.365
N 0.839 3.769 1.315
H 2.473 4.723 -2.562
H 0.743 4.666 -2.130
H 1.417 3.475 -3.252
H 3.188 2.770 0.186
H 3.571 4.237 -0.723
H 2.730 4.556 1.628
H 0.765 5.854 -0.301
H 1.356 6.462 1.237
H 2.450 6.370 -0.149
H 1.112 2.877 1.716
H 0.244 3.530 0.528
*
```

DFT total energy: -1801.01667 Ha
SMILES: C[C@@H](I)CBP(O)O.COC[C@@H](C)N.COC[C@@H](C)N.COC[C@@H](C)N
E_HOMO: -8.89 eV
HOMO-LUMO gap: 0.303 Ha
LUMO level: -0.0235 Eh


[2]
Here is a cluster of 7 separate species, C15H42ClO10 in total from the OMol25 dataset. Energies are from ωB97M-V/def2-TZVPD.

Geometry as ORCA input:
```
! RIJCOSX wB97M-V def2-TZVPD def2/J DEFGRID3
* xyz -1 1
Cl 7.360 -18.096 19.274
O 8.044 -19.034 18.405
O 6.902 -18.711 20.519
O 8.269 -17.023 19.548
O 6.218 -17.549 18.548
O 3.523 -19.324 21.076
H 3.388 -20.272 21.072
H 4.452 -19.215 21.279
C 2.652 -14.789 22.280
C 3.399 -16.146 22.097
C 4.820 -16.212 22.794
O 2.608 -17.156 22.729
H 3.217 -14.086 21.668
H 2.533 -14.579 23.343
H 1.708 -14.861 21.740
H 3.494 -16.297 21.022
H 5.422 -15.328 22.584
H 5.435 -17.076 22.542
H 4.679 -16.214 23.875
H 2.960 -17.965 22.352
C 8.799 -21.744 15.856
C 9.160 -22.250 17.185
C 10.086 -23.443 17.121
O 9.906 -21.229 17.858
H 8.108 -22.455 15.403
H 9.666 -21.628 15.205
H 8.218 -20.823 15.900
H 8.236 -22.447 17.728
H 10.617 -23.527 18.070
H 10.853 -23.373 16.350
H 9.531 -24.381 17.124
H 9.324 -20.466 17.877
C 4.348 -20.046 14.699
C 4.859 -19.686 16.098
C 4.670 -20.909 17.051
O 6.195 -19.358 15.928
H 4.474 -19.193 14.033
H 3.271 -20.188 14.791
H 4.830 -20.950 14.325
H 4.345 -18.766 16.376
H 4.985 -20.610 18.051
H 5.076 -21.864 16.719
H 3.610 -20.962 17.297
H 6.545 -19.181 16.804
C 11.349 -18.343 20.988
C 10.561 -18.068 22.321
C 11.508 -17.844 23.510
O 9.869 -16.860 22.142
H 12.190 -19.024 21.122
H 11.769 -17.417 20.594
H 10.767 -18.699 20.138
H 9.885 -18.887 22.567
H 10.980 -17.389 24.348
H 12.262 -17.086 23.299
H 11.861 -18.811 23.870
H 9.434 -16.917 21.288
C 5.332 -12.600 17.370
C 5.887 -13.816 18.070
C 5.651 -13.853 19.576
O 5.186 -14.886 17.426
H 5.566 -11.644 17.838
H 4.245 -12.626 17.288
H 5.678 -12.497 16.341
H 6.934 -14.042 17.866
H 6.205 -14.683 20.013
H 4.582 -13.821 19.787
H 6.092 -12.935 19.964
H 5.518 -15.714 17.780
*
```

DFT total energy: -1809.11751 Ha
relative energy (zero: lowest compared OMol25 entry of this formula, charge and spin): 0.746 eV
E_HOMO: -7.33 eV
HOMO-LUMO gap: 0.370 Ha
LUMO level: 0.1003 Eh


[3]
Here is a structure of composition C15H42Cu2O17 from the OMol25 dataset. Energies are from ωB97M-V/def2-TZVPD.

Geometry as ORCA input:
```
! RIJCOSX wB97M-V def2-TZVPD def2/J DEFGRID3
* xyz 0 1
Cu -3.101 -19.330 7.452
Cu -10.267 -18.228 2.580
C -7.665 -17.830 6.617
O -7.001 -17.814 7.642
O -8.826 -17.406 6.496
O -7.147 -18.464 5.695
C -1.595 -14.894 11.859
C -0.473 -13.810 12.018
O 0.842 -14.120 11.545
O -2.111 -14.751 10.573
H -2.519 -14.743 12.418
H -1.245 -15.923 11.947
H -0.444 -13.706 13.102
H -0.747 -12.798 11.719
H 1.249 -13.266 11.382
H -2.916 -15.253 10.718
C -15.115 -12.144 9.670
C -13.897 -12.462 8.776
O -13.987 -13.900 8.480
O -15.141 -12.851 10.910
H -15.997 -12.384 9.076
H -15.287 -11.080 9.835
H -12.967 -12.213 9.288
H -13.948 -11.972 7.804
H -13.074 -14.197 8.493
H -15.073 -13.763 10.619
C -8.412 -13.066 0.445
C -8.071 -12.696 1.911
O -9.177 -12.668 2.822
O -9.200 -14.217 0.400
H -7.569 -12.871 -0.218
H -9.056 -12.314 -0.012
H -7.475 -11.785 1.969
H -7.436 -13.523 2.228
H -9.219 -13.548 3.204
H -9.458 -14.468 -0.490
C -8.607 -16.797 13.227
C -9.380 -15.658 12.591
O -8.492 -14.991 11.638
O -8.730 -17.916 12.320
H -8.930 -17.213 14.180
H -7.585 -16.493 13.457
H -9.739 -14.956 13.344
H -10.276 -16.030 12.095
H -8.251 -15.675 11.009
H -8.365 -17.738 11.450
C -3.807 -21.567 0.517
C -2.358 -21.777 0.160
O -1.466 -21.449 1.182
O -4.082 -20.149 0.733
H -4.201 -22.091 1.388
H -4.337 -21.990 -0.337
H -2.174 -21.274 -0.790
H -2.360 -22.855 -0.002
H -0.575 -21.589 0.853
H -4.474 -20.067 1.605
C -15.638 -14.365 2.352
C -15.504 -12.898 2.108
O -14.442 -12.625 1.205
O -14.464 -14.908 2.869
H -15.738 -14.820 1.366
H -16.506 -14.671 2.936
H -15.418 -12.450 3.098
H -16.462 -12.540 1.729
H -13.721 -13.158 1.548
H -14.331 -14.698 3.796
C -11.197 -23.557 6.896
C -9.971 -23.266 7.776
O -8.728 -23.434 7.139
O -11.668 -22.367 6.354
H -11.868 -23.974 7.647
H -10.861 -24.265 6.138
H -10.058 -24.000 8.577
H -10.056 -22.325 8.319
H -8.494 -22.522 6.951
H -11.225 -21.627 6.775
*
```

DFT total energy: -5156.16846 Ha
relative energy (zero: lowest compared OMol25 entry of this formula, charge and spin): 12.828 eV
E_HOMO: -5.74 eV
HOMO-LUMO gap: 0.087 Ha
LUMO level: -0.1243 Eh